--- 1 ---
Formula: CBrNO3
Source: the Open Molecules 2025 dataset
Level of theory: ωB97M-V/def2-TZVPD

frontier orbital gap: 9.2 eV
E_HOMO: -10.32 eV
molecular weight: 153.9 Da

Atoms and positions in Å:
1 C 0.1595 1.6794 0.2305
2 N -0.3562 -2.0252 -0.4581
3 O 0.1656 -2.4484 0.4862
4 O 0.7938 0.7983 0.5627
5 O -0.4456 2.6150 -0.0807
6 Br -2.3092 -1.9830 -0.4025

--- 2 ---
Formula: CBrNO3
Source: the Open Molecules 2025 dataset
Level of theory: ωB97M-V/def2-TZVPD

frontier orbital gap (alpha / beta): 9.4 / 7.3 eV
E_HOMO (alpha / beta): -10.63 / -9.84 eV
molecular weight: 153.9 Da

Atoms and positions in Å:
1 C 0.9707 1.2090 -0.5948
2 N -1.1122 -1.5456 -0.7327
3 O 1.5050 0.2654 -1.0031
4 O -1.4190 -1.5758 0.3606
5 O 0.3945 2.1058 -0.1822
6 Br -0.3390 -0.4588 2.1522

Tell me which of them is the least stable. Sure, it is 2.

--- 1 ---
Formula: C44H52AsBrMgN2O8S2
Source: the Open Molecules 2025 dataset
Level of theory: ωB97M-V/def2-TZVPD

frontier orbital gap: 5.7 eV
E_HOMO: -6.35 eV
molecular weight: 980.2 Da

Atoms and positions in Å:
1 Mg 0.9781 -0.6118 -0.4437
2 O 4.3490 -1.4141 0.9095
3 S 3.4297 -1.4530 -0.1844
4 O 2.1630 -2.1924 0.0769
5 O 3.0441 -0.1623 -0.7803
6 C 4.1919 -2.3402 -1.5290
7 C 5.5110 -2.7213 -1.3406
8 C 6.2211 -3.3496 -2.3558
9 C 5.6053 -3.5751 -3.5709
10 C 4.2810 -3.2001 -3.7579
11 C 3.5525 -2.5935 -2.7450
12 S 1.7993 -2.4537 -3.1617
13 O 1.7831 -2.1837 -4.5800
14 O 1.2521 -3.7475 -2.7748
15 O 1.1612 -1.3534 -2.4121
16 H 5.9720 -2.4991 -0.3883
17 H 7.2486 -3.6473 -2.1937
18 H 6.1445 -4.0502 -4.3803
19 H 3.7975 -3.3818 -4.7074
20 C 1.8535 0.6213 7.3779
21 C 1.8167 1.8722 6.4983
22 C 0.7176 2.8043 7.0264
23 C 3.1734 2.5781 6.6216
24 C 1.5353 1.5298 5.0375
25 C 1.1366 0.2749 4.6186
26 C 0.8929 0.0387 3.2768
27 Br 0.2471 -1.6878 2.7957
28 C 1.0418 0.9901 2.2545
29 O 0.8914 0.7186 0.9953
30 C 1.3513 2.3136 2.7150
31 C 1.6007 2.5250 4.0579
32 C 1.3050 3.4804 1.7270
33 C 1.6117 4.8232 2.3949
34 C 2.3203 3.2995 0.5890
35 C -0.1251 3.5603 1.1704
36 H 2.1444 0.8934 8.3948
37 H 2.5741 -0.1085 7.0047
38 H 0.8760 0.1381 7.4330
39 H 0.8936 3.0538 8.0766
40 H -0.2617 2.3288 6.9441
41 H 0.6854 3.7353 6.4579
42 H 3.3923 2.7990 7.6696
43 H 3.1905 3.5204 6.0736
44 H 3.9739 1.9494 6.2279
45 H 1.0156 -0.5418 5.3157
46 H 1.8537 3.5269 4.3772
47 H 2.6193 4.8483 2.8149
48 H 0.9006 5.0611 3.1891
49 H 1.5460 5.6139 1.6435
50 H 3.3391 3.3371 0.9813
51 H 2.2099 4.1132 -0.1356
52 H 2.1953 2.3472 0.0827
53 H -0.8370 3.6748 1.9926
54 H -0.3742 2.6539 0.6215
55 H -0.2289 4.4214 0.5060
56 C -0.9232 -5.3882 -0.0709
57 C -0.1442 -4.0596 0.0618
58 N -1.0283 -2.9416 -0.2345
59 C -1.4631 -2.9946 -1.6228
60 C -2.1986 -4.3232 -1.9033
61 N -2.2963 -5.0551 -0.5940
62 C -3.0446 -4.2015 0.3915
63 C -2.1852 -2.9353 0.6401
64 H -1.0753 -5.9021 0.8785
65 H -0.4735 -6.0772 -0.7848
66 H 0.6897 -4.0303 -0.6348
67 H 0.2523 -3.9459 1.0695
68 H -0.5941 -2.9290 -2.2662
69 H -2.1189 -2.1492 -1.8104
70 H -1.6559 -4.9665 -2.5956
71 H -3.2218 -4.1887 -2.2561
72 H -2.8058 -5.9209 -0.7380
73 H -3.1948 -4.8027 1.2876
74 H -4.0123 -3.9824 -0.0599
75 H -1.8520 -2.9052 1.6752
76 H -2.7674 -2.0324 0.4516
77 O -0.9345 -0.0360 -0.9248
78 As -1.8593 0.7132 -2.0869
79 C -1.6083 0.3801 -3.9606
80 C -0.3410 0.2019 -4.4977
81 C -0.1946 0.0582 -5.8705
82 C -1.3011 0.1137 -6.7023
83 C -2.5638 0.3324 -6.1678
84 C -2.7205 0.4676 -4.7983
85 C -1.6923 2.6206 -1.9833
86 C -2.7571 3.4620 -1.6960
87 C -2.5729 4.8385 -1.7336
88 C -1.3371 5.3664 -2.0692
89 C -0.2717 4.5224 -2.3582
90 C -0.4479 3.1504 -2.3146
91 C -3.6331 0.2020 -1.5321
92 C -3.9513 0.5831 -0.2279
93 C -5.1050 0.1091 0.3761
94 C -5.9368 -0.7696 -0.3063
95 C -5.6089 -1.1748 -1.5917
96 C -4.4575 -0.6933 -2.2033
97 H 0.5257 0.1153 -3.8620
98 H 0.7908 -0.1247 -6.2748
99 H -1.1810 -0.0146 -7.7703
100 H -3.4274 0.4039 -6.8163
101 H -3.7047 0.6968 -4.4041
102 H -3.7322 3.0621 -1.4463
103 H -3.4008 5.4966 -1.5040
104 H -1.1984 6.4394 -2.0981
105 H 0.6983 4.9302 -2.6094
106 H 0.3974 2.5017 -2.5179
107 H -3.2841 1.2290 0.3323
108 H -5.3459 0.4181 1.3848
109 H -6.8374 -1.1402 0.1664
110 H -6.2507 -1.8636 -2.1268
111 H -4.2049 -1.0439 -3.1973

--- 2 ---
Formula: C44H52AsBrMgN2O8S2
Source: the Open Molecules 2025 dataset
Level of theory: ωB97M-V/def2-TZVPD

frontier orbital gap: 6.2 eV
E_HOMO: -6.93 eV
molecular weight: 980.2 Da

Atoms and positions in Å:
1 Mg -0.0021 -1.6656 0.4863
2 O -3.3952 -4.1105 0.4606
3 S -1.9669 -3.9955 0.2467
4 O -1.2263 -5.0825 0.8530
5 O -1.5153 -2.6689 0.7056
6 C -1.7184 -4.0881 -1.5189
7 C -2.8073 -4.4699 -2.2878
8 C -2.6823 -4.5779 -3.6615
9 C -1.4659 -4.3026 -4.2712
10 C -0.3811 -3.9246 -3.4954
11 C -0.5020 -3.8399 -2.1130
12 S 0.9147 -3.1623 -1.2533
13 O 0.6345 -1.7138 -1.4574
14 O 2.0630 -3.6333 -1.9817
15 O 0.9313 -3.4817 0.1545
16 H -3.7365 -4.6701 -1.7757
17 H -3.5295 -4.8886 -4.2543
18 H -1.3715 -4.3784 -5.3462
19 H 0.5797 -3.7072 -3.9402
20 C -1.0629 6.2850 0.0470
21 C -2.3009 5.3929 -0.1054
22 C -3.3212 5.7835 0.9725
23 C -2.9128 5.6466 -1.4893
24 C -1.9332 3.9296 0.0821
25 C -0.8417 3.5351 0.8352
26 C -0.5738 2.1919 0.9668
27 Br 0.9162 1.7407 2.0854
28 C -1.2934 1.1278 0.3894
29 O -0.8862 -0.0909 0.5603
30 C -2.4645 1.5514 -0.3119
31 C -2.7257 2.9086 -0.4299
32 C -3.5499 0.5984 -0.8151
33 C -3.0789 -0.8271 -1.0935
34 C -4.1927 1.1024 -2.1175
35 C -4.6050 0.5572 0.3032
36 H -1.2978 7.3100 -0.2364
37 H -0.2545 5.9254 -0.5852
38 H -0.7197 6.2938 1.0783
39 H -3.5595 6.8423 0.8947
40 H -2.9165 5.5761 1.9608
41 H -4.2425 5.2182 0.8569
42 H -3.0192 6.7165 -1.6571
43 H -3.9029 5.2101 -1.5776
44 H -2.2871 5.2258 -2.2716
45 H -0.1977 4.2307 1.3468
46 H -3.6299 3.2116 -0.9281
47 H -2.2446 -0.8377 -1.7925
48 H -3.8956 -1.4058 -1.5235
49 H -2.7807 -1.3214 -0.1802
50 H -3.4320 1.2673 -2.8762
51 H -4.7534 2.0214 -1.9802
52 H -4.8839 0.3521 -2.4942
53 H -4.1786 0.1018 1.1953
54 H -5.4708 -0.0250 -0.0004
55 H -4.9385 1.5630 0.5530
56 C 1.0831 -1.9606 5.0799
57 C 1.2300 -1.5885 3.5857
58 N 0.1189 -2.1242 2.8269
59 C 0.0471 -3.5482 3.0885
60 C -0.4514 -3.7685 4.5332
61 N -0.2918 -2.4812 5.2675
62 C -1.2653 -1.4881 4.7487
63 C -1.1134 -1.4697 3.2137
64 H 1.2234 -1.0882 5.7231
65 H 1.7888 -2.7384 5.3789
66 H 2.1470 -2.0005 3.1684
67 H 1.2541 -0.5104 3.4506
68 H 1.0397 -3.9692 2.9260
69 H -0.6019 -4.0371 2.3606
70 H 0.1183 -4.5465 5.0476
71 H -1.5093 -4.0421 4.5551
72 H -0.4671 -2.6340 6.2627
73 H -1.0343 -0.5123 5.1874
74 H -2.2779 -1.7782 5.0395
75 H -1.0866 -0.4499 2.8371
76 H -1.9289 -1.9821 2.7052
77 O 1.7609 -0.9204 0.8678
78 As 2.3627 -0.1621 -0.4383
79 C 3.9643 0.8100 0.2187
80 C 4.8096 1.4327 -0.7011
81 C 6.0827 1.8344 -0.3392
82 C 6.5313 1.6198 0.9554
83 C 5.6989 1.0118 1.8800
84 C 4.4290 0.5976 1.5082
85 C 3.4662 -1.2521 -1.5747
86 C 4.3253 -2.0970 -0.8894
87 C 5.1462 -2.9591 -1.5877
88 C 5.1099 -2.9557 -2.9724
89 C 4.2838 -2.0800 -3.6554
90 C 3.4561 -1.2185 -2.9553
91 C 1.4046 1.2678 -1.3878
92 C 0.3915 1.0547 -2.3112
93 C -0.2142 2.1304 -2.9413
94 C 0.2057 3.4231 -2.6803
95 C 1.2160 3.6424 -1.7596
96 C 1.8021 2.5731 -1.1047
97 H 4.4534 1.6044 -1.7138
98 H 6.7341 2.2981 -1.0685
99 H 7.5272 1.9284 1.2405
100 H 6.0443 0.8365 2.8900
101 H 3.7687 0.1094 2.2200
102 H 4.3125 -2.0884 0.1990
103 H 5.8014 -3.6398 -1.0610
104 H 5.7227 -3.6529 -3.5245
105 H 4.2706 -2.0811 -4.7373
106 H 2.7744 -0.5519 -3.4748
107 H 0.0685 0.0476 -2.5346
108 H -1.0101 1.9596 -3.6522
109 H -0.2387 4.2563 -3.2058
110 H 1.5500 4.6465 -1.5397
111 H 2.5804 2.7443 -0.3628

Tell me which of them is the least stable. Sure, it is 2.

--- 1 ---
Formula: C4H12O3
Source: the Open Molecules 2025 dataset
Level of theory: ωB97M-V/def2-TZVPD

frontier orbital gap (alpha / beta): 6.5 / 4.3 eV
E_HOMO (alpha / beta): -12.79 / -12.79 eV
spin multiplicity: 2
molecular weight: 108.1 Da
<S²>: 0.79
total charge: +1

Atoms and positions in Å:
1 C 2.6199 -1.1063 2.2485
2 C 2.8699 -2.1728 1.3771
3 C 3.9934 -3.0160 1.6528
4 C 4.1728 -4.1867 1.0073
5 H 3.4061 -0.6638 2.8556
6 H 1.5958 -0.8841 2.5279
7 H 2.2591 -2.4127 0.5094
8 H 4.4451 -2.7515 2.6088
9 H 4.9994 -4.8838 1.0991
10 H 3.8649 -4.2613 -0.0475
11 H -1.9939 3.1057 1.8174
12 H -1.5924 3.0832 0.3945
13 O -2.3879 2.9847 0.9319
14 H -5.6247 0.0804 -2.7670
15 H -6.5051 1.2021 -2.2890
16 O -6.1199 0.8560 -3.0836
17 H -2.7971 4.6221 -3.9707
18 H -4.0671 5.1392 -3.5506
19 O -3.1385 5.2656 -3.3218

--- 2 ---
Formula: C4H12O3
Source: the Open Molecules 2025 dataset
Level of theory: ωB97M-V/def2-TZVPD

frontier orbital gap (alpha / beta): 8.0 / 4.0 eV
E_HOMO (alpha / beta): -13.78 / -13.78 eV
spin multiplicity: 2
molecular weight: 108.1 Da
<S²>: 0.76
total charge: +1

Atoms and positions in Å:
1 O -1.5189 -2.1088 -0.6029
2 C -0.4316 -1.8871 -0.1870
3 C 0.2445 -0.5488 -0.0622
4 C -0.2720 0.5515 -1.0213
5 C 0.8457 1.1837 -1.8421
6 H 0.1284 -2.7801 0.1952
7 H 1.3281 -0.6596 -0.2358
8 H 0.0812 -0.3427 1.0121
9 H -0.8658 1.2764 -0.4676
10 H -1.0118 0.1602 -1.7237
11 H 0.3834 1.7900 -2.6117
12 H 1.5211 1.7756 -1.2469
13 H 1.3805 0.3833 -2.3691
14 H -1.6573 -5.2875 3.1128
15 H -0.6443 -5.0068 2.0360
16 O -1.0912 -4.5793 2.7802
17 H 0.3866 4.7038 1.4734
18 H 1.0150 5.9300 0.8681
19 O 0.1783 5.4459 0.8924

Tell me which of them is the least stable. Sure, it is 1.

--- 1 ---
Formula: C5H6N4
Source: the Open Molecules 2025 dataset
Level of theory: ωB97M-V/def2-TZVPD

frontier orbital gap: 7.7 eV
E_HOMO: -8.01 eV
molecular weight: 122.1 Da

Atoms and positions in Å:
1 C 1.1337 -0.1454 0.0590
2 C 0.2266 1.9416 -0.1291
3 C -0.7969 1.0199 -0.1390
4 C -1.5944 -1.1803 -0.2139
5 C -0.2747 -0.3432 -0.0298
6 H 2.4140 -0.9728 1.3240
7 H 1.4526 -2.2367 -0.3120
8 H 2.1379 1.5469 -0.2660
9 H 0.2000 2.9840 0.2187
10 H -1.7294 -1.7407 -1.2820
11 H -1.8125 -1.9388 0.5530
12 N 2.1990 -0.9766 0.0082
13 N 1.2542 1.2326 -0.1087
14 N -2.2350 1.0051 0.1494
15 N -2.5753 -0.1957 0.1683

--- 2 ---
Formula: C5H6N4
Source: the Open Molecules 2025 dataset
Level of theory: ωB97M-V/def2-TZVPD

frontier orbital gap: 9.3 eV
E_HOMO: -8.91 eV
molecular weight: 122.1 Da

Atoms and positions in Å:
1 C -0.1275 1.7986 0.2393
2 C -0.3639 -1.0531 -1.6708
3 C 0.4342 -1.6921 -0.4818
4 C 0.4966 -0.5414 0.5204
5 C -0.2526 -0.6386 1.8380
6 H -0.4139 3.6463 0.4447
7 H 0.5579 1.8033 1.2177
8 H -0.9373 -1.5730 -2.5241
9 H 1.4698 -1.8836 -0.7586
10 H -0.1334 -2.5165 -0.1549
11 H 1.6730 -0.4629 0.5814
12 N -0.8597 2.8901 -0.1204
13 N -0.0335 0.5727 -0.3159
14 N -0.6094 0.1935 -1.5905
15 N -0.9004 -0.5434 2.7755

--- 3 ---
Formula: C5H6N4
Source: the Open Molecules 2025 dataset
Level of theory: ωB97M-V/def2-TZVPD

frontier orbital gap: 8.1 eV
E_HOMO: -7.75 eV
molecular weight: 122.1 Da

Atoms and positions in Å:
1 C 1.5338 -0.3150 0.0484
2 C 0.4363 1.7992 -0.0752
3 C -0.6057 0.9060 -0.0173
4 C -2.2189 -0.4471 -0.2198
5 C -0.0852 -0.2821 0.3877
6 H 1.7695 -2.2240 -0.3536
7 H 2.3311 1.3093 -0.8356
8 H 0.3056 2.9352 -0.0384
9 H -3.3821 -0.8259 -0.3454
10 H -1.1874 -2.1324 0.3585
11 H 0.0045 -0.1874 1.5976
12 N 2.3279 -1.2936 -0.2874
13 N 1.7168 1.1619 0.0294
14 N -1.9342 0.8599 -0.2000
15 N -1.0120 -1.2641 -0.0489

Tell me which of them is the least stable. Sure, it is 1.